Record 1
{
  "formula": "C46H60Cl4N10O3",
  "method": "the ωB97M-V functional and the def2-TZVPD basis",
  "species": ["C", "N", "C", "C", "O", "H", "H", "H", "H", "H", "H", "H", "C", "N", "C", "C", "O", "H", "H", "H", "H", "H", "H", "H", "C", "N", "C", "C", "O", "H", "H", "H", "H", "H", "H", "H", "C", "C", "C", "N", "C", "C", "H", "H", "H", "H", "H", "C", "C", "C", "N", "C", "C", "H", "H", "H", "H", "H", "C", "C", "C", "N", "C", "C", "H", "H", "H", "H", "H", "C", "C", "C", "N", "C", "C", "H", "H", "H", "H", "H", "C", "C", "C", "N", "C", "C", "H", "H", "H", "H", "H", "C", "C", "C", "N", "C", "C", "H", "H", "H", "H", "H", "C", "C", "C", "N", "C", "C", "H", "H", "H", "H", "H", "Cl", "C", "Cl", "H", "H", "Cl", "C", "Cl", "H", "H"],
  "positions_angstrom": [[-5.05375, -0.86136, 4.90204], [-3.74381, -0.25113, 4.92132], [-2.84465, -0.67597, 3.85794], [-3.41734, 0.67439, 5.87442], [-2.32353, 1.22628, 6.10537], [-4.97671, -1.94859, 4.89182], [-5.66940, -0.72305, 4.01325], [-5.66305, -0.54736, 5.74954], [-1.79977, -0.45112, 4.07186], [-2.86807, -1.75588, 3.71184], [-3.35091, -0.24459, 2.99439], [-4.25202, 0.88512, 6.56078], [2.80682, -1.65281, 3.41702], [1.61669, -2.39137, 3.98877], [0.38581, -2.41750, 3.13962], [1.56403, -2.79288, 5.28597], [2.46648, -2.70617, 6.05852], [2.65979, -0.60073, 3.66118], [2.88865, -1.89324, 2.35702], [3.72471, -1.95683, 3.92014], [0.10054, -1.48686, 2.64911], [0.65081, -3.09491, 2.32783], [-0.45151, -2.82590, 3.70549], [0.62375, -3.30944, 5.53344], [0.11413, 1.68941, -1.17385], [-0.38195, 0.43149, -0.60201], [0.66306, -0.59685, -0.40720], [-1.62267, 0.35435, -0.04045], [-1.96822, -0.54416, 0.72518], [0.58275, 1.34829, -2.09696], [0.87147, 2.16931, -0.55399], [-0.62240, 2.44618, -1.44391], [1.45833, -0.57828, -1.15240], [1.10700, -0.45561, 0.57822], [0.35494, -1.64143, -0.36234], [-2.25049, 1.22864, -0.27207], [2.65927, 4.91102, -0.37669], [1.93152, 4.54563, 0.81191], [0.94560, 5.37942, 1.25032], [0.52468, 6.43417, 0.55622], [1.24460, 6.81587, -0.50963], [2.28540, 6.06592, -1.05463], [3.47284, 4.29663, -0.73310], [2.21357, 3.68399, 1.39879], [0.36385, 5.07934, 2.10934], [0.87795, 7.62688, -1.12138], [2.73206, 6.36515, -1.99129], [-3.34324, 0.20113, -3.65393], [-2.54947, -0.79069, -3.05888], [-1.20551, -0.86687, -3.52574], [-0.67348, 0.01904, -4.42285], [-1.45252, 0.91163, -5.02560], [-2.79118, 1.05435, -4.68549], [-4.36433, 0.27626, -3.31022], [-2.93983, -1.46751, -2.31328], [-0.57349, -1.53073, -2.95456], [-1.00976, 1.61258, -5.71772], [-3.37189, 1.85184, -5.12501], [3.35150, 1.30756, -3.16674], [2.75233, 2.09482, -4.13463], [3.53762, 2.91221, -4.91253], [4.85173, 3.01941, -4.75382], [5.44838, 2.23398, -3.82986], [4.71956, 1.39238, -2.97230], [2.78979, 0.57219, -2.60986], [1.69830, 2.01732, -4.35695], [3.11706, 3.40311, -5.77771], [6.51785, 2.12221, -3.72910], [5.30627, 0.78562, -2.29849], [-5.31319, -2.65566, 1.98733], [-6.53752, -2.64810, 2.62373], [-7.51166, -1.67934, 2.26818], [-7.32153, -0.70818, 1.33244], [-6.11280, -0.69914, 0.74549], [-5.10048, -1.66551, 1.00794], [-4.55722, -3.40534, 2.16869], [-6.71137, -3.31676, 3.45382], [-8.44646, -1.65502, 2.80851], [-5.91810, -0.01837, -0.07000], [-4.21563, -1.83648, 0.41278], [-0.94659, -5.54728, -1.63708], [-1.52139, -6.40685, -0.67991], [-2.28435, -5.82520, 0.31715], [-2.56419, -4.49900, 0.33305], [-2.02990, -3.67417, -0.57848], [-1.17561, -4.15598, -1.59008], [-0.39356, -5.94366, -2.47579], [-1.35391, -7.47175, -0.61391], [-2.72291, -6.50209, 1.03541], [-2.25646, -2.62291, -0.47895], [-0.68313, -3.51023, -2.30203], [2.19623, -4.16064, -4.85232], [2.22430, -2.80815, -5.28728], [2.05849, -1.79385, -4.36498], [2.00943, -2.06954, -3.03237], [2.06469, -3.34280, -2.66283], [2.12634, -4.40598, -3.48873], [2.13028, -4.93916, -5.59794], [2.32316, -2.53881, -6.32847], [2.03081, -0.75128, -4.64545], [2.02792, -3.52860, -1.59956], [2.14125, -5.42761, -3.13879], [4.22068, 1.90803, 1.12801], [4.92903, 2.74499, 2.04786], [5.97518, 2.23584, 2.75252], [6.43148, 0.98516, 2.51672], [5.74996, 0.17898, 1.62814], [4.61559, 0.59620, 0.95862], [3.29924, 2.13591, 0.61283], [4.52386, 3.71974, 2.27608], [6.40647, 2.72905, 3.61108], [6.20877, -0.79559, 1.54980], [4.14114, -0.06039, 0.24435], [0.85902, 1.29580, 2.50472], [0.04376, 1.95791, 3.89089], [0.75939, 1.37494, 5.37912], [0.02552, 3.04773, 3.88367], [-0.99771, 1.63868, 3.85169], [-2.74900, 5.47623, -3.14392], [-0.99239, 5.72564, -2.90017], [-0.01565, 4.42924, -3.59986], [-0.74472, 6.69574, -3.33105], [-0.79111, 5.80833, -1.83211]],
  "mulliken_charge": [-0.83, 0.28, -0.62, 0.06, -0.53, 0.29, 0.23, 0.33, 0.23, 0.16, 0.21, 0.24, -0.81, 0.15, -0.65, 0.13, -0.56, 0.23, 0.23, 0.35, -0.01, 0.45, 0.19, 0.32, -0.55, 1.36, 0.83, -0.47, -0.55, -0.12, -0.02, 0.55, -0.78, -0.20, -0.26, 0.35, -0.08, 0.23, -0.37, -0.58, -0.51, -0.49, 0.48, 0.03, 0.35, 0.51, 0.41, -0.37, -0.61, -0.11, -0.02, -0.40, -0.63, 0.45, 0.44, 0.35, 0.45, 0.42, 0.84, -0.15, -0.73, -0.62, -0.43, -0.80, 0.13, 0.46, 0.42, 0.38, 0.43, -0.23, -0.68, -0.30, -0.60, -0.28, 0.25, 0.52, 0.43, 0.36, 0.41, 0.16, -0.70, -0.53, -0.40, -0.16, -0.07, -0.26, 0.45, 0.39, 0.37, 0.28, 0.55, -0.39, -0.84, -0.04, 0.21, -0.56, -0.49, 0.39, 0.40, 0.30, 0.40, 0.60, 0.59, -0.46, -0.34, -0.60, -0.62, -0.41, 0.13, 0.39, 0.38, 0.41, 0.55, 0.01, -0.25, -0.12, 0.19, 0.12, -0.17, -0.17, 0.02, 0.39, -0.06],
  "smiles": "CN(C)C=O.CN(C)C=O.CN(C)C=O.c1ccncc1.c1ccncc1.c1ccncc1.c1ccncc1.c1ccncc1.c1ccncc1.c1ccncc1.ClCCl.ClCCl",
  "homo_ev": -8.9,
  "orbital_gap_ev": 9.231,
  "e_lumo_ev": 0.2981,
  "total_charge": 0
}

=====

Record 2
{
  "formula": "C46H60FeN2OPSTe",
  "method": "the ωB97M-V functional and the def2-TZVPD basis",
  "species": ["Fe", "C", "C", "C", "C", "C", "C", "C", "C", "C", "S", "C", "N", "H", "H", "H", "H", "H", "H", "H", "H", "C", "C", "O", "N", "Te", "C", "C", "C", "C", "C", "C", "C", "C", "C", "C", "C", "C", "C", "C", "C", "C", "C", "C", "H", "H", "H", "H", "H", "H", "H", "H", "H", "H", "H", "H", "H", "H", "H", "H", "H", "H", "H", "H", "H", "H", "H", "H", "H", "C", "C", "P", "C", "C", "C", "C", "H", "H", "H", "H", "H", "H", "H", "H", "H", "H", "H", "H", "H", "H", "H", "C", "C", "C", "C", "C", "C", "C", "C", "C", "C", "H", "H", "H", "H", "H", "H", "H", "H", "H", "H", "H", "H"],
  "positions_angstrom": [[1.20406, -0.49571, -0.51207], [1.70340, -3.32701, 1.47852], [2.40557, -3.42067, 0.15531], [2.41473, -4.68019, -0.49520], [3.07493, -4.81660, -1.66696], [3.90538, -3.76539, -2.12510], [4.72271, -3.90362, -3.26595], [5.62823, -2.91866, -3.55884], [5.80517, -1.83139, -2.69029], [5.03210, -1.65630, -1.54527], [5.49506, -0.54025, -0.30176], [3.94795, -2.58506, -1.34800], [3.05929, -2.37625, -0.31646], [2.21622, -3.97492, 2.19442], [0.67222, -3.67083, 1.40567], [1.73296, -2.30976, 1.86353], [1.83985, -5.49319, -0.07116], [3.02812, -5.74110, -2.23166], [4.64684, -4.80116, -3.86913], [6.27254, -3.01450, -4.42633], [6.60869, -1.12657, -2.86166], [0.66981, -2.46088, -3.77106], [0.16219, -2.46506, -2.32756], [-0.12795, -3.56839, -1.83496], [0.04415, -1.25081, -1.75430], [-1.03557, -1.59560, 0.58016], [-1.67458, -1.79136, 2.72372], [-2.74628, -2.64926, 3.03504], [-3.49306, -3.45154, 1.99389], [-3.15986, -2.78660, 4.35994], [-2.53526, -2.11581, 5.40186], [-3.02123, -2.24694, 6.82322], [-1.44308, -1.31987, 5.09436], [-1.00094, -1.16087, 3.78270], [0.22356, -0.29611, 3.57064], [-2.90993, -0.66952, 0.18245], [-3.80158, -1.33151, -0.67682], [-3.39410, -2.46048, -1.59596], [-5.13494, -0.93269, -0.70123], [-5.60665, 0.10520, 0.08773], [-7.06114, 0.49833, 0.06444], [-4.69349, 0.78879, 0.87607], [-3.34991, 0.42947, 0.92732], [-2.43309, 1.24645, 1.79032], [0.21140, -3.28618, -4.31723], [1.75328, -2.60720, -3.77006], [0.44769, -1.51013, -4.25535], [-2.82207, -3.82428, 1.22007], [-4.25032, -2.83660, 1.50153], [-3.99986, -4.29863, 2.45941], [-3.99543, -3.44542, 4.58246], [-3.84920, -2.95353, 6.89153], [-3.36899, -1.28359, 7.20448], [-2.22327, -2.59248, 7.48453], [-0.91446, -0.80688, 5.89563], [1.10235, -0.75871, 4.02801], [0.09517, 0.68641, 4.03286], [0.42773, -0.15298, 2.51282], [-2.40025, -2.84840, -1.38224], [-3.38541, -2.10889, -2.63124], [-4.10786, -3.28570, -1.53049], [-5.82461, -1.45850, -1.35711], [-7.67377, -0.23823, 0.59012], [-7.43406, 0.56121, -0.95978], [-7.20907, 1.46691, 0.54284], [-5.03059, 1.63017, 1.47572], [-2.80993, 2.26577, 1.88447], [-1.43338, 1.27535, 1.36310], [-2.35934, 0.81640, 2.79235], [4.39577, 1.81367, 1.64043], [3.15221, 1.54068, 0.80432], [2.76694, 2.57339, -0.67002], [3.82627, 4.05517, -0.27418], [3.75060, 5.33188, -1.10942], [3.69993, 1.91529, -2.07970], [2.99772, 0.82604, -2.90934], [4.48353, 1.05064, 2.41511], [4.35800, 2.78914, 2.12712], [5.29433, 1.74582, 1.03000], [2.24207, 1.55058, 1.41526], [3.28942, 0.52561, 0.38281], [4.82685, 3.62576, -0.36383], [3.66916, 4.30364, 0.77526], [3.74274, 5.12264, -2.18109], [4.62034, 5.95829, -0.90186], [2.86839, 5.91705, -0.86998], [4.61575, 1.49837, -1.65198], [3.95883, 2.76489, -2.71972], [2.53993, 0.05557, -2.28390], [3.73122, 0.33136, -3.54593], [2.19361, 1.21759, -3.52997], [0.20769, 4.57399, -1.73752], [0.02925, 3.41053, -0.72640], [0.15029, 3.94859, 0.71181], [1.07896, 2.32013, -1.01454], [-1.39617, 2.95107, -1.04944], [-2.49048, 3.71082, -0.63547], [-3.74962, 3.51712, -1.18742], [-3.93443, 2.56719, -2.18312], [-2.86780, 1.76354, -2.55657], [-1.61630, 1.93887, -1.98118], [1.22373, 4.93790, -1.74246], [-0.47318, 5.40260, -1.51806], [-0.01631, 4.21227, -2.74306], [1.19853, 4.10612, 0.98226], [-0.27087, 3.24002, 1.42004], [-0.35693, 4.90746, 0.83635], [1.07869, 2.15833, -2.09313], [-2.36430, 4.49767, 0.09820], [-4.58255, 4.12373, -0.85194], [-4.90634, 2.44111, -2.64604], [-3.00560, 0.99760, -3.31149], [-0.79866, 1.28853, -2.27223]],
  "mulliken_charge": [1.56, -1.79, 1.40, -0.84, -0.88, 0.76, -0.78, -0.75, -0.47, 0.22, -0.42, -0.10, -0.04, 0.62, 0.21, 0.14, 0.38, 0.38, 0.34, 0.37, 0.40, -1.58, 0.22, -0.58, 0.38, 0.74, -0.35, 1.20, -1.57, -0.84, 0.70, -1.58, -0.95, 1.24, -1.52, 0.79, 0.79, -1.95, -0.91, 0.77, -1.83, -0.39, 0.75, -2.07, 0.43, 0.14, 0.29, 0.14, 0.17, 0.49, 0.30, 0.34, 0.31, 0.35, 0.40, 0.55, 0.49, -0.53, 0.11, 0.36, 0.38, 0.36, 0.31, 0.40, 0.38, 0.30, 0.50, -0.43, 0.67, -1.76, 0.86, 1.68, -0.74, -1.62, -0.99, -1.22, 0.37, 0.40, 0.34, 0.09, -0.66, 0.54, 0.36, 0.30, 0.42, 0.37, 0.39, 0.53, 0.07, 0.51, 0.41, -2.04, 2.89, -1.80, -1.73, 0.19, -0.25, -1.03, -0.60, -0.56, -0.07, 0.33, 0.47, 0.42, 0.40, 0.05, 0.59, 0.25, 0.33, 0.39, 0.44, 0.40, -0.09],
  "homo_ev": [-3.8, -3.8],
  "orbital_gap_ev": [6.098, 6.104],
  "e_lumo_ev": [2.3121, 2.3120],
  "s2": 6.02,
  "total_charge": -1,
  "e_above_lowest_kcal_mol": 21.9,
  "multiplicity": 5
}